The following is a quantum chemistry calculation of C33H28AsMoN2O5S as an isolated structure, from the OMol25 dataset.

```
71
Properties=species:S:1:pos:R:3
Mo -1.1312 0.0563 -0.3734
As 1.3453 0.6696 -0.0756
S -1.1142 -0.0395 -3.0740
O -1.7734 1.4941 0.4670
O -1.7217 1.0019 -2.1263
O 0.1136 0.3045 -3.6735
O -0.9555 -1.1356 -1.9502
O -0.5331 -1.4558 0.5852
N -2.6674 -2.1173 0.8904
N -2.7727 -0.7833 0.6224
C 0.8888 1.4270 2.6571
C 0.8978 3.4933 -0.1936
C 3.1696 -2.5657 -1.9951
C -3.0560 3.5064 0.8024
C -2.2981 -0.5656 -4.2195
C 2.1993 -1.7750 -1.3979
C -1.8738 -4.8777 0.9871
C 3.3127 0.3733 3.5358
C 0.8670 -5.3890 1.1588
C 2.5512 -0.5003 -0.9682
C -4.3191 4.0335 1.0545
C 0.4284 -4.0841 1.0364
C 0.9826 4.7380 -0.7853
C 4.7971 -0.8044 -1.7252
C -5.3101 1.8375 1.1580
C -3.8762 -0.1493 0.9144
C 1.3670 2.3786 -0.8993
C 1.5076 4.8657 -2.0715
C 4.4616 -2.0816 -2.1570
C -0.0567 -6.4285 1.1954
C 2.4874 1.0602 4.4131
C -4.0530 1.2704 0.8954
C 1.9659 3.7517 -2.7656
C -0.9444 -3.8308 0.9537
C -1.4216 -6.1766 1.1029
C -5.4355 3.2100 1.2248
C 1.2691 1.5755 3.9792
C -2.9701 2.1414 0.7266
C -1.4318 -2.4821 0.8344
C 3.8424 0.0052 -1.1268
C 1.7445 0.7670 1.7730
C 1.8831 2.4933 -2.1932
C 2.9461 0.2145 2.2056
H 1.9239 -5.6032 1.2352
H -6.4029 3.6525 1.4169
H 3.5916 -0.3349 1.5361
H -2.5872 0.3305 -4.7749
H 2.7867 1.1854 5.4452
H 5.8038 -0.4307 -1.8563
H -2.9334 -4.6701 0.9275
H -4.6916 -0.7833 1.2550
H 0.6641 5.6177 -0.2420
H 2.9158 -3.5613 -2.3336
H 4.1112 1.0035 -0.8033
H 2.3921 3.8634 -3.7534
H -2.1863 4.1339 0.6686
H 5.2137 -2.7030 -2.6246
H 0.2898 -7.4477 1.3069
H 0.6192 2.0903 4.6738
H 1.5657 5.8433 -2.5319
H 1.2014 -2.1654 -1.2703
H -4.4349 5.1075 1.1210
H -3.1466 -1.0024 -3.6957
H 0.5386 3.4077 0.8241
H -0.0733 1.8104 2.3429
H -1.8006 -1.2846 -4.8720
H 1.1400 -3.2688 1.0288
H 4.2478 -0.0455 3.8827
H -6.1704 1.1958 1.3024
H -2.1270 -6.9954 1.1257
H 2.2363 1.6278 -2.7371
```

As for the charge: +3. The energy above the lowest of the compared OMol25 structures with the same formula, charge and spin comes out at 46.8 kJ/mol. The calculation puts the highest occupied orbital energy at -16.5 eV. The HOMO-LUMO gap comes out at 4.7 eV.


The following is a quantum chemistry calculation of C33H28AsN4O4Pt as an isolated structure, from the OMol25 dataset.

```
71
Properties=species:S:1:pos:R:3
Pt 0.0854 -0.6687 -0.4642
As 0.9274 2.6833 -0.2241
O 1.9256 -0.2445 -0.3682
O 0.7347 -3.5678 1.8869
O -3.8504 0.9237 -0.6691
O -1.6507 0.6093 -0.5388
N 0.6748 -2.5440 -0.5208
N -2.0669 -2.1089 -0.6316
N 0.5455 -2.2879 -2.9791
N 1.2992 -5.1353 0.2831
C 3.5047 1.9789 0.7814
C -2.8560 4.1942 0.6901
C -3.1067 3.8077 2.0000
C -2.6427 -6.2566 -0.8559
C 1.3068 5.6206 0.0861
C 1.9819 7.1029 -1.6856
C 2.0267 6.0288 -2.5596
C 1.3531 4.5322 -0.7814
C -4.4351 -1.7774 -0.7471
C 3.3189 3.1356 3.2929
C -3.7329 -5.4206 -0.8693
C 4.4881 2.4900 2.9171
C -1.6570 3.8621 0.0855
C 1.3932 -5.4234 -1.0829
C -1.1280 -4.3463 -0.6786
C -1.3590 -5.6913 -0.7591
C 0.7555 -3.2217 -1.9994
C -0.9477 2.7486 2.0851
C 1.1744 -4.5294 -2.1218
C 1.6192 6.8950 -0.3594
C 2.3259 2.6223 1.1494
C 1.7114 4.7520 -2.1063
C -2.8622 0.2026 -0.6193
C -4.6554 -3.1168 -0.8115
C 4.5789 1.9169 1.6577
C -2.2496 -3.4822 -0.6939
C 0.8585 -3.9561 0.7835
C -3.5603 -4.0175 -0.7922
C 2.2472 3.2026 2.4127
C 1.6509 -6.1397 1.2788
C -2.1533 3.0812 2.6932
C -3.0978 -1.3113 -0.6609
C -0.6874 3.1398 0.7784
H 1.7460 3.9139 -2.7936
H 1.7725 -6.4103 -1.2915
H -5.6626 -3.5148 -0.8854
H 0.3969 -3.5721 -0.5771
H 2.5146 -5.8325 1.8695
H 3.2385 3.5893 4.2735
H -2.3476 2.7588 3.7090
H 5.3241 2.4328 3.6036
H 1.5765 7.7310 0.3285
H 0.8099 -6.3062 1.9522
H -4.7414 -5.8147 -0.9375
H -2.7816 -7.3312 -0.9187
H -3.6045 4.7443 0.1339
H 2.2244 8.0997 -2.0332
H 1.3604 -4.9035 -3.1218
H 5.4854 1.4065 1.3561
H 1.3464 3.7151 2.7218
H 0.1453 -2.6599 -3.8305
H 1.8822 -7.0638 0.7560
H -4.0496 4.0584 2.4697
H 0.0519 -1.4800 -2.6231
H -0.2272 2.1526 2.6299
H 1.0124 5.4740 1.1187
H -1.4779 4.1579 -0.9420
H 3.5790 1.5152 -0.1942
H -0.4429 -6.2830 -0.6950
H 2.3044 6.1806 -3.5956
H -5.2243 -1.0411 -0.7650
```

The spin multiplicity is 3. As for the charge: -1. The expectation value of S² is 2.042. The energy above the lowest of the compared OMol25 structures with the same formula, charge and spin comes out at 1040.1 kJ/mol. The calculation puts the highest occupied orbital energy (spin up / spin down) at -3.0 / -4.2 eV. The HOMO-LUMO gap (spin up / spin down) comes out at 5.7 / 6.8 eV.


The following is a quantum chemistry calculation of C33H28BCl2N4O8S2W as an isolated structure, from the OMol25 dataset.

```
79
Properties=species:S:1:pos:R:3
W -1.2796 0.2325 -0.9809
Cl -2.0330 4.1761 2.6351
Cl -2.1523 1.4544 1.5328
S -0.7083 -1.7586 1.9931
S 2.6854 2.6410 -1.7565
O 1.1892 -1.2779 -1.1101
O -4.9179 -1.7549 -0.2507
O -6.4307 1.4131 -4.1749
O -1.5194 2.4025 -1.1329
O -1.9147 -2.5189 2.0369
O -0.4997 -0.7912 3.0477
O -2.1919 4.0030 -2.5595
O -2.8982 -0.7890 0.0043
N -3.1385 0.7274 -1.8756
N 0.7761 1.3054 -0.6731
N -0.3479 -1.0672 0.5264
N -1.4334 -1.6111 -1.9481
C -1.4315 -2.5898 -2.5523
C 3.9834 2.3646 0.7020
C 3.9576 1.8449 1.9819
C -5.3818 1.1877 -3.3584
C 1.7503 0.9465 1.6146
C 0.8666 2.1933 -4.2408
C 1.6177 1.3158 4.6259
C 4.0714 0.9118 4.6770
C -5.3179 0.0923 -2.5091
C 0.7678 -1.6345 -0.0321
C -1.2279 0.3855 -4.1866
C 0.9901 -3.8570 2.8868
C 2.8866 2.1535 -0.1165
C 2.4909 -3.4626 0.5374
C 1.7692 1.4328 0.3074
C 1.1603 1.8285 -1.7931
C -0.6028 0.6942 -2.9782
C 0.2088 1.8841 -5.4146
C 2.8572 -4.4321 1.4624
C 0.6627 -2.8821 1.9645
C 2.5459 -0.8945 3.9089
C -4.0209 -1.0140 -0.5853
C -4.3714 2.1416 -3.3050
C -2.2307 2.8842 -2.0884
C 0.4630 1.5958 -3.0486
C 1.3828 -2.6915 0.8154
C 2.7844 0.6227 3.9006
C 2.8429 1.1400 2.4578
C -3.2788 1.8744 -2.5269
C 2.1126 -4.6287 2.6229
C -1.2504 2.5877 2.5356
C -4.1781 -0.0795 -1.7639
C -0.8314 0.9597 -5.3827
B -1.4196 -3.8863 -3.4448
H -0.2691 2.7170 2.1015
H -2.5095 -4.4218 -3.3583
H -0.5283 -4.6105 -3.0374
H 0.4984 2.3547 -6.3463
H -6.1379 -0.6050 -2.3811
H 4.9343 0.4170 4.2224
H -1.3455 0.6916 -6.2992
H -7.0561 0.6845 -4.0927
H 2.4090 -5.3979 3.3252
H 3.7240 -5.0547 1.2767
H 3.9634 0.5284 5.6938
H 0.3918 -4.0112 3.7768
H 4.8299 1.9806 2.6058
H 1.6342 1.0691 5.6919
H 1.5466 -1.1337 3.5469
H -2.0405 -0.3324 -4.2004
H 1.6854 2.4026 4.5216
H 0.8779 0.4132 1.9743
H 3.0352 -3.3052 -0.3856
H 3.2795 -1.4122 3.2831
H 4.8435 2.9152 0.3382
H 0.6643 0.9792 4.2163
H -1.1945 -3.5009 -4.5833
H -4.4429 3.0818 -3.8346
H 1.6835 2.9080 -4.2456
H 4.2758 1.9838 4.7452
H -1.1999 2.1628 3.5271
H 2.6332 -1.2797 4.9299
```

The spin multiplicity is 3. As for the charge: -1. The expectation value of S² is 2.013. The energy above the lowest of the compared OMol25 structures with the same formula, charge and spin comes out at 201.7 kJ/mol. The calculation puts the highest occupied orbital energy (spin up / spin down) at -4.3 / -6.4 eV. The HOMO-LUMO gap (spin up / spin down) comes out at 6.4 / 8.1 eV.


The following is a quantum chemistry calculation of C33H28BrMnN2O2S5 as an isolated structure, from the OMol25 dataset.

```
72
Properties=species:S:1:pos:R:3
Br 0.7424 4.9760 -6.8875
Mn 0.3472 0.3343 0.4339
S -0.2994 2.6530 1.8241
S 4.2847 -5.6700 0.1500
S -6.5916 -0.6984 0.4997
S 2.5243 1.1282 0.8794
S 0.3029 -0.5239 2.7970
O -1.6484 2.3715 -1.0239
O 0.3304 1.3414 -1.1236
N 1.0274 -1.6881 0.0824
N -1.4287 -0.5505 0.2232
C 1.3547 -4.4240 -0.2062
C -3.8218 -0.6546 0.1991
C -7.4509 0.7638 0.3373
C 2.4627 -3.5953 -0.2163
C 2.2283 -2.2189 -0.0588
C -3.7433 -2.0372 0.1218
C -1.3500 -1.9068 0.1318
C -0.0569 -2.5093 0.0522
C 6.0749 -4.2248 -0.9382
C 1.2894 3.5440 1.6752
C 4.8983 -3.4411 -0.9265
C -0.6067 2.1610 -1.6091
C 2.2731 2.9094 0.7008
C -1.1026 3.8231 -3.3764
C 2.0657 -0.3396 3.2212
C -1.1324 -4.6882 -0.1010
C 2.8335 0.8526 2.6586
C -5.0783 0.0831 0.2155
C -2.3543 -4.1170 -0.0238
C -5.2644 1.4239 0.0033
C -2.5012 -2.6924 0.0851
C 0.3331 4.1070 -5.2683
C -2.6130 0.0482 0.2615
C 5.8873 -5.4560 -0.3906
C 0.0624 -3.8922 -0.0763
C -0.2443 2.1464 3.5719
C -0.6207 0.6915 3.7614
C -6.6224 1.8091 0.0730
C -0.8071 4.4668 -4.5627
C -0.2628 2.8293 -2.8882
C 0.8819 2.4758 -3.6050
C 1.1788 3.1133 -4.7978
C 3.8285 -4.0906 -0.3709
H 2.1677 -0.3451 4.3077
H 1.0823 4.5581 1.3320
H 3.2484 3.3950 0.7274
H -4.6464 -2.6342 0.0679
H -0.5576 0.4115 4.8138
H 2.6160 1.7737 3.1951
H -4.4664 2.1191 -0.2254
H -1.6526 0.5079 3.4487
H -0.9486 2.7625 4.1323
H 7.0190 -3.8954 -1.3469
H 1.4752 -5.4944 -0.3279
H 1.9060 2.9850 -0.3262
H 0.7435 2.3376 3.9813
H 3.0702 -1.5345 -0.0423
H -2.5940 1.1261 0.3250
H 1.7134 3.6377 2.6717
H 2.0575 2.8414 -5.3661
H -1.9910 4.0858 -2.8178
H 4.8389 -2.4498 -1.3573
H 2.5027 -1.2742 2.8651
H 1.5290 1.6908 -3.2413
H 6.6083 -6.2483 -0.2689
H -6.9713 2.8209 -0.0730
H -8.5235 0.7736 0.4460
H -1.4561 5.2417 -4.9465
H -3.2493 -4.7250 -0.0538
H 3.9003 0.6607 2.7665
H -1.0319 -5.7619 -0.1955
```

The spin multiplicity is 5. As for the charge: +2. The expectation value of S² is 6.072. The calculation puts the highest occupied orbital energy (spin up / spin down) at -12.9 / -12.9 eV. The HOMO-LUMO gap (spin up / spin down) comes out at 5.3 / 6.4 eV.


The following is a quantum chemistry calculation of C33H28Cl2N9O6PdS2 as an isolated structure, from the OMol25 dataset.

```
81
Properties=species:S:1:pos:R:3
Pd 0.8263 -0.0375 -1.5508
Cl -2.3348 0.6318 2.7702
Cl -5.8845 -2.4576 0.0315
S 0.0256 1.0777 0.2721
S -0.2350 2.8065 1.6451
O -1.6598 2.9504 1.5970
O 0.5522 3.8203 1.0363
O -1.6160 -0.1545 -1.6725
O 0.2614 2.2135 2.8707
O 2.6090 1.8217 1.3196
O -1.3310 1.8860 -0.8360
N 0.4021 1.3683 -3.4927
N 1.0866 0.1888 1.5608
N -0.3484 -1.6008 1.6481
N 2.5111 0.7597 3.3452
N -4.2657 -0.0635 0.4801
N 2.7355 -1.5504 -0.6615
N 3.0263 -1.5261 -2.9961
N 1.9950 -0.7684 -3.1603
N 4.3847 -2.5990 0.6406
C 0.2127 0.9831 -5.8601
C -4.1596 3.4523 -0.5465
C -0.3053 2.4747 -3.6323
C 0.7001 0.6104 -4.5866
C -4.3756 1.3105 0.5259
C -2.0138 0.9933 -1.4447
C 6.7321 -3.4826 -2.6699
C 0.9378 -0.9944 3.5977
C 2.0698 1.0293 2.0420
C -3.5272 -1.6135 3.7598
C 7.1816 -3.8432 -1.4073
C 6.4078 -3.5705 -0.2890
C 4.7202 -2.5681 -1.7192
C -3.4350 1.4186 -1.8212
C 3.2181 -1.9307 0.4775
C -4.9209 3.3282 1.7245
C -5.0621 -2.9991 2.5434
C -0.7905 2.8996 -4.8594
C 5.1941 -2.9230 -0.4449
C -4.8399 1.9556 1.6796
C 1.8933 -0.1560 4.0985
C 5.5066 -2.8637 -2.8332
C -4.0456 2.0738 -0.6143
C 1.5524 -0.4897 -4.3891
C -0.5304 2.1259 -5.9926
C 3.4541 -1.8727 -1.8093
C -4.2506 -0.9296 1.5519
C 3.5286 1.6415 3.8677
C -4.5804 4.0847 0.6104
C -4.9996 -2.1198 1.4809
C 0.5257 -0.7999 2.2644
C -4.3464 -2.7264 3.6980
C -3.4582 -0.7230 2.6984
H 7.3466 -3.6806 -3.5332
H 2.2092 -0.2271 5.1298
H 2.6572 -1.7351 1.3814
H 1.9228 -1.0691 -5.2266
H -3.3625 2.1404 -2.6347
H -5.1518 1.3601 2.5248
H -2.9392 -1.4149 4.6391
H -3.9910 0.5505 -2.1809
H -4.4529 -0.5052 -0.4136
H 3.1749 2.6728 3.8409
H -5.6797 -3.8792 2.4783
H 8.1327 -4.3383 -1.2947
H 0.4598 -1.7423 4.2023
H -0.9057 -2.2439 2.1873
H -0.6479 -1.3569 0.7091
H -0.8992 2.4318 -6.9589
H 6.7508 -3.8574 0.6928
H -1.3428 3.8186 -4.9372
H -4.4227 -3.3896 4.5438
H 0.4477 0.3626 -6.7069
H 4.7097 -2.8496 1.5633
H -4.6380 5.1609 0.6504
H -5.2538 3.8130 2.6278
H 3.7732 1.3557 4.8872
H -0.4859 3.0560 -2.7352
H -3.8964 4.0398 -1.4121
H 5.1344 -2.5959 -3.8093
H 4.4159 1.5801 3.2367
```

As for the charge: +1. The energy above the lowest of the compared OMol25 structures with the same formula, charge and spin comes out at 78.0 kJ/mol. The calculation puts the highest occupied orbital energy (spin up / spin down) at -9.3 / -9.3 eV. The HOMO-LUMO gap (spin up / spin down) comes out at 4.6 / 4.5 eV.


The following is a quantum chemistry calculation of C33H28Cl3N5O6PS3Y as an isolated structure, from the OMol25 dataset.

```
80
Properties=species:S:1:pos:R:3
Y 0.2779 0.3327 -0.1677
Cl 0.4479 -4.5169 0.9947
Cl 3.0782 -0.0546 -0.4676
Cl 5.8007 -4.6418 0.3908
S -2.3792 -1.6728 -2.2127
S -3.8595 0.8495 -2.5961
S -3.6269 -1.8895 -7.6002
P 0.2655 0.3304 2.6635
O -4.1337 -1.9802 -6.2320
O -4.6306 -1.5819 -8.5857
O 0.1274 4.7367 1.3147
O -0.1853 2.4420 0.0951
O 0.7553 -1.6704 0.1933
O -2.6705 -2.9209 -7.9433
N -1.8900 0.5398 -0.8348
N -2.3440 1.8545 -0.5547
N -1.8443 -0.2712 -6.4355
N 0.6973 0.7325 -2.4867
N -2.5135 0.4002 -8.5932
C -1.6613 1.4138 -8.5209
C 4.7440 1.1262 3.3385
C -1.9815 4.0292 0.3265
C 1.8693 -2.3645 0.2323
C 2.5715 1.8390 2.6030
C -1.1743 4.9600 1.0040
C -2.5774 -0.4046 -7.5343
C 4.3165 -2.4257 -0.0188
C -0.0409 1.9820 -4.3800
C 4.2072 -0.0840 3.7499
C -3.8328 5.5896 0.4406
C 3.9228 2.0915 2.7686
C 3.1201 -4.4154 0.6331
C -2.6251 -0.0170 -1.7577
C -1.7097 6.1849 1.4033
C 1.9252 -3.7189 0.5902
C -0.6043 1.6054 3.6292
C -3.0231 6.4950 1.1235
C -3.8016 -1.7666 -3.3498
C -3.3107 4.3749 0.0545
C 4.3058 -3.7662 0.3277
C -0.1489 -1.2328 3.4891
C -4.0271 -0.3868 -3.9202
C 0.1058 -0.3980 -4.4976
C 2.8502 -0.3371 3.5947
C -1.4800 2.6926 -0.0860
C -0.9949 0.7490 -6.3766
C 0.4257 1.9027 -3.0827
C 2.0222 0.6223 3.0193
C 0.5684 -0.3981 -3.2030
C 3.1043 -1.7687 -0.0544
C -0.2630 0.8075 -5.0852
C -0.8557 1.6547 -7.4132
H -3.2992 -0.1817 -4.7011
H 0.0313 -1.1810 4.5639
H -5.0234 -0.3032 -4.3488
H 4.3346 3.0408 2.4521
H -0.1605 2.4817 -7.3803
H -0.0604 -1.3272 -5.0228
H -3.4227 7.4512 1.4364
H 4.8441 -0.8370 4.1954
H 2.4495 -1.2907 3.9147
H 0.8069 -1.3312 -2.7004
H -4.8614 5.8361 0.2164
H -1.0624 6.8752 1.9276
H -1.6151 2.0652 -9.3876
H -0.4234 2.5873 3.1894
H 0.5473 2.7895 -2.4734
H 0.3532 3.8780 0.8977
H -0.3019 2.9449 -4.7982
H -0.2677 1.6052 4.6664
H 5.2395 -1.9131 -0.2471
H 0.4225 -2.0519 3.0536
H -1.6770 1.4134 3.5948
H -3.9241 3.6544 -0.4690
H 5.8013 1.3192 3.4649
H 3.1252 -5.4605 0.9075
H -1.2038 -1.4448 3.3128
H -4.6578 -2.1296 -2.7836
H -3.5535 -2.4509 -4.1609
H 1.9384 2.6021 2.1621
```

The energy above the lowest of the compared OMol25 structures with the same formula, charge and spin comes out at 38.6 kJ/mol. The calculation puts the highest occupied orbital energy at -8.0 eV. The HOMO-LUMO gap comes out at 7.1 eV.